Here is 10 unconnected molecules or ions with the total composition C54H99ClN18 from the OMol25 dataset. Energies are from ωB97M-V/def2-TZVPD.

```
172
C54H99ClN18 | the OMol25 dataset | ωB97M-V/def2-TZVPD
C -9.23 5.33 -8.69
C -9.76 6.24 -7.60
N -9.80 5.53 -6.31
C -10.93 4.85 -5.79
C -10.50 4.39 -4.59
N -9.15 4.75 -4.37
C -8.84 5.49 -5.44
C -8.37 4.41 -3.13
H -10.03 4.64 -8.95
H -8.34 4.77 -8.36
H -8.98 5.86 -9.61
H -10.76 6.58 -7.81
H -9.19 7.14 -7.33
H -11.91 4.83 -6.24
H -11.09 3.88 -3.85
H -7.85 5.93 -5.58
H -8.42 3.36 -3.08
H -8.82 4.82 -2.23
H -7.36 4.81 -3.26
C 5.87 7.06 0.18
C 6.38 5.65 0.48
N 5.92 5.14 1.75
C 4.73 4.54 2.08
C 4.82 4.30 3.46
N 5.98 4.75 3.94
C 6.63 5.33 2.88
C 6.40 4.94 5.28
H 4.84 7.25 0.48
H 5.98 7.23 -0.88
H 6.29 7.84 0.83
H 7.50 5.76 0.55
H 6.09 4.88 -0.19
H 4.14 4.13 1.30
H 4.16 3.80 4.15
H 7.53 5.93 3.04
H 6.08 4.17 5.93
H 5.95 5.82 5.76
H 7.48 5.12 5.25
C -0.84 -3.06 -12.36
C 0.56 -2.51 -12.36
N 0.80 -1.76 -11.05
C 2.02 -1.32 -10.63
C 1.87 -0.74 -9.45
N 0.55 -0.81 -9.12
C -0.11 -1.34 -10.15
C -0.08 -0.26 -7.92
H -0.97 -3.65 -11.49
H -0.97 -3.69 -13.20
H -1.59 -2.25 -12.50
H 0.71 -1.86 -13.21
H 1.26 -3.29 -12.42
H 2.92 -1.46 -11.21
H 2.63 -0.27 -8.91
H -1.17 -1.60 -10.06
H 0.68 0.44 -7.50
H -0.35 -1.06 -7.24
H -0.96 0.26 -8.22
C 1.82 -0.99 11.84
C 2.91 -0.51 10.87
N 2.88 -1.05 9.55
C 3.28 -2.25 8.98
C 2.74 -2.31 7.72
N 1.99 -1.17 7.56
C 2.07 -0.45 8.66
C 1.07 -0.87 6.47
H 0.77 -0.81 11.62
H 1.95 -0.57 12.82
H 1.81 -2.12 11.97
H 3.87 -0.78 11.36
H 2.89 0.59 10.74
H 3.91 -2.93 9.48
H 2.75 -2.98 6.86
H 1.62 0.52 8.80
H 1.08 0.16 6.18
H 0.09 -1.17 6.75
H 1.44 -1.51 5.65
C -5.17 -2.36 9.90
C -6.29 -1.49 9.26
N -5.76 -0.24 8.67
C -5.60 0.91 9.49
C -4.97 1.75 8.62
N -4.78 1.19 7.43
C -5.24 -0.07 7.47
C -3.99 1.75 6.30
H -4.40 -2.68 9.17
H -5.67 -3.24 10.30
H -4.76 -1.76 10.71
H -7.13 -1.34 9.96
H -6.67 -2.15 8.53
H -5.91 1.01 10.53
H -4.72 2.81 8.74
H -5.16 -0.76 6.63
H -4.15 2.83 6.22
H -4.47 1.21 5.45
H -2.98 1.53 6.37
C 1.41 -10.08 3.35
C 2.34 -10.54 2.20
N 1.90 -10.06 0.85
C 1.37 -10.86 -0.15
C 0.97 -10.05 -1.14
N 1.26 -8.73 -0.72
C 1.77 -8.79 0.56
C 1.11 -7.46 -1.45
H 1.28 -9.01 3.30
H 2.03 -10.13 4.31
H 0.44 -10.60 3.41
H 2.45 -11.62 2.08
H 3.29 -10.00 2.24
H 1.33 -11.94 -0.12
H 0.52 -10.20 -2.12
H 2.09 -7.89 1.00
H 1.76 -6.68 -0.99
H 0.08 -7.13 -1.43
H 1.44 -7.58 -2.50
C 8.89 -1.32 -0.74
C 10.09 -2.24 -0.97
N 11.37 -1.54 -1.29
C 11.70 -0.38 -0.66
C 12.90 0.05 -1.21
N 13.28 -0.89 -2.13
C 12.32 -1.85 -2.14
C 14.43 -0.77 -3.03
H 8.85 -0.72 -1.66
H 8.93 -0.69 0.18
H 7.96 -1.93 -0.78
H 10.00 -2.85 -1.91
H 10.27 -3.00 -0.17
H 11.07 0.12 0.07
H 13.57 0.88 -1.10
H 12.38 -2.70 -2.84
H 14.42 0.27 -3.44
H 14.19 -1.46 -3.84
H 15.34 -0.99 -2.47
C 1.40 6.58 -1.20
C 0.38 7.54 -1.78
N 0.28 8.69 -0.87
C -0.52 8.70 0.26
C -0.40 10.02 0.80
N 0.46 10.71 0.06
C 0.78 9.95 -1.00
C 0.94 12.08 0.17
H 1.54 5.70 -1.83
H 1.03 6.12 -0.28
H 2.44 6.92 -0.95
H -0.51 6.95 -1.95
H 0.66 7.96 -2.76
H -1.03 7.89 0.73
H -0.79 10.46 1.72
H 1.31 10.31 -1.88
H 1.64 12.17 1.02
H 0.03 12.63 0.30
H 1.49 12.54 -0.64
C -5.67 -4.69 -2.41
C -7.13 -4.60 -2.42
N -7.71 -5.92 -2.21
C -7.73 -6.66 -0.99
C -8.38 -7.81 -1.25
N -8.75 -7.81 -2.58
C -8.23 -6.71 -3.12
C -9.36 -8.80 -3.41
H -5.32 -3.65 -2.46
H -5.36 -5.19 -3.30
H -5.30 -5.18 -1.52
H -7.58 -4.22 -3.35
H -7.55 -4.05 -1.56
H -7.50 -6.30 -0.02
H -8.58 -8.63 -0.59
H -8.30 -6.47 -4.17
H -8.70 -9.11 -4.23
H -10.28 -8.31 -3.86
H -9.81 -9.55 -2.76
Cl 1.85 2.38 5.07
```

Results
* orbital gap: 0.2694 Eh
* charge: +8
* HOMO: -17.492 eV

=====

Here is 7 unconnected molecules or ions with the total composition C55H121N6O3 from the OMol25 dataset. Energies are from ωB97M-V/def2-TZVPD.

```
185
C55H121N6O3 | the OMol25 dataset | ωB97M-V/def2-TZVPD
C -6.58 -4.51 7.12
C -6.05 -5.84 6.56
C -5.03 -5.68 5.43
C -3.83 -4.77 5.77
N -2.96 -4.38 4.58
C -1.65 -3.75 5.11
C -0.64 -4.00 4.05
C -0.94 -5.31 3.38
C -2.41 -5.52 3.68
C -3.58 -3.27 3.75
H -7.17 -3.98 6.37
H -5.81 -3.83 7.49
H -7.25 -4.63 7.97
H -6.90 -6.47 6.34
H -5.58 -6.35 7.40
H -5.47 -5.44 4.46
H -4.63 -6.69 5.31
H -3.13 -5.37 6.36
H -4.08 -3.84 6.27
H -1.72 -2.70 5.37
H -1.34 -4.23 6.04
H -0.73 -3.26 3.24
H 0.39 -3.81 4.37
H -0.99 -5.26 2.29
H -0.23 -6.11 3.58
H -3.02 -5.55 2.78
H -2.70 -6.45 4.18
H -3.54 -2.37 4.37
H -4.57 -3.41 3.32
H -2.96 -2.97 2.90
C 0.41 1.66 -3.63
C 1.23 1.16 -4.79
C 2.74 1.24 -4.68
C 3.31 0.50 -5.92
N 4.79 0.79 -6.17
C 5.13 2.26 -6.34
C 6.12 2.38 -7.52
C 6.42 0.98 -8.00
C 5.14 0.25 -7.57
C 5.60 0.02 -5.16
H 0.36 0.89 -2.86
H -0.63 1.89 -3.85
H 0.89 2.57 -3.27
H 0.99 1.85 -5.61
H 0.95 0.13 -5.03
H 2.92 0.75 -3.71
H 3.08 2.25 -4.46
H 2.79 0.92 -6.79
H 3.19 -0.58 -5.90
H 5.46 2.62 -5.37
H 4.16 2.70 -6.59
H 6.98 2.81 -7.01
H 5.65 3.08 -8.21
H 7.15 0.45 -7.39
H 6.41 0.76 -9.06
H 5.18 -0.84 -7.53
H 4.30 0.45 -8.24
H 5.41 0.47 -4.19
H 6.63 0.26 -5.41
H 5.22 -1.00 -5.14
C -4.23 4.79 7.94
C -3.05 5.51 7.25
C -2.81 5.32 5.74
C -2.26 3.91 5.38
N -1.85 3.73 3.92
C -1.41 2.31 3.65
C -0.53 2.26 2.42
C 0.04 3.68 2.33
C -0.57 4.46 3.51
C -2.99 4.14 2.97
H -5.13 5.40 7.91
H -4.05 4.51 8.97
H -4.50 3.92 7.34
H -2.13 5.48 7.83
H -3.32 6.57 7.24
H -2.13 6.12 5.46
H -3.77 5.45 5.23
H -3.08 3.21 5.54
H -1.37 3.69 5.96
H -2.28 1.66 3.53
H -0.84 1.98 4.51
H -1.04 1.99 1.49
H 0.24 1.50 2.53
H -0.08 4.17 1.37
H 1.09 3.62 2.62
H -0.69 5.54 3.43
H 0.11 4.42 4.36
H -4.01 3.98 3.31
H -2.79 3.60 2.04
H -2.89 5.21 2.80
C -4.45 0.20 -1.51
C -4.50 1.71 -1.49
C -5.16 2.35 -2.68
C -5.77 3.73 -2.47
N -6.59 4.26 -3.72
C -5.67 4.44 -4.94
C -5.28 5.91 -4.90
C -6.13 6.65 -3.92
C -7.17 5.62 -3.55
C -7.76 3.31 -3.95
H -5.40 -0.32 -1.61
H -3.80 -0.15 -0.71
H -3.89 -0.15 -2.39
H -3.53 2.19 -1.39
H -5.15 1.92 -0.63
H -6.00 1.76 -3.06
H -4.51 2.31 -3.56
H -5.01 4.51 -2.33
H -6.55 3.95 -1.74
H -6.32 4.20 -5.78
H -4.94 3.64 -4.97
H -5.33 6.33 -5.91
H -4.22 6.09 -4.74
H -6.57 7.63 -4.04
H -5.48 6.72 -3.03
H -7.94 5.74 -4.31
H -7.58 5.77 -2.56
H -8.17 3.07 -2.97
H -7.50 2.48 -4.61
H -8.50 3.77 -4.60
C -2.13 -2.66 -4.69
C -0.83 -1.97 -4.33
C 0.05 -2.96 -3.57
C 1.46 -2.47 -3.32
N 2.36 -3.50 -2.58
C 3.64 -2.85 -2.15
C 4.69 -3.93 -2.12
C 4.28 -4.76 -3.34
C 2.79 -4.61 -3.52
C 1.70 -4.20 -1.43
H -1.96 -3.71 -4.91
H -2.67 -2.24 -5.54
H -2.85 -2.58 -3.87
H -1.06 -1.00 -3.89
H -0.31 -1.68 -5.25
H 0.08 -3.88 -4.15
H -0.38 -3.27 -2.62
H 1.55 -1.54 -2.76
H 2.11 -2.35 -4.19
H 3.56 -2.28 -1.22
H 4.14 -2.23 -2.90
H 4.56 -4.44 -1.15
H 5.71 -3.56 -2.07
H 4.73 -5.75 -3.21
H 4.79 -4.29 -4.19
H 2.27 -5.56 -3.38
H 2.54 -4.32 -4.54
H 1.28 -3.47 -0.73
H 2.28 -5.08 -1.15
H 0.78 -4.67 -1.76
C 9.34 -2.89 1.72
C 7.82 -2.95 2.00
C 7.18 -1.54 2.26
C 5.63 -1.55 2.12
N 4.99 -0.41 2.88
C 3.52 -0.17 2.54
C 3.29 1.33 2.84
C 4.68 2.00 2.66
C 5.71 0.91 2.44
C 5.17 -0.63 4.35
H 9.58 -2.15 0.96
H 9.81 -3.87 1.61
H 9.83 -2.47 2.60
H 7.74 -3.57 2.90
H 7.35 -3.40 1.13
H 7.56 -0.92 1.46
H 7.53 -1.14 3.21
H 5.13 -2.49 2.36
H 5.45 -1.34 1.06
H 2.88 -0.84 3.11
H 3.33 -0.36 1.49
H 2.83 1.46 3.82
H 2.54 1.77 2.18
H 4.83 2.78 3.41
H 4.62 2.64 1.78
H 6.54 0.99 3.12
H 6.01 0.87 1.39
H 4.75 -1.59 4.67
H 4.42 0.00 4.85
H 6.18 -0.44 4.69
O -1.01 -1.32 1.04
C 0.12 -0.83 0.35
O -0.17 0.11 -0.43
O 1.29 -1.25 0.55
H -1.43 -0.63 0.44
```

Results
* orbital gap: 0.3266 Eh
* charge: +5
* HOMO: -17.480 eV

=====

Here is a molecular structure, C55H31Cl2N9O4Sr from the OMol25 dataset. Energies are from ωB97M-V/def2-TZVPD.

```
102
C55H31Cl2N9O4Sr | the OMol25 dataset | ωB97M-V/def2-TZVPD
Sr -0.23 0.04 -0.39
C -2.96 -5.16 4.66
C -2.04 -5.92 3.90
C -1.07 -5.30 3.14
C -1.02 -3.90 3.13
C -0.17 -2.95 2.45
N 0.96 -3.32 1.67
C 1.67 -2.45 1.07
C 3.03 -2.71 0.48
C 3.75 -3.88 0.29
C 5.00 -3.80 -0.32
C 5.52 -2.56 -0.70
C 4.82 -1.38 -0.47
C 3.57 -1.48 0.12
C 2.57 -0.46 0.56
N 2.73 0.81 0.84
C 1.84 1.06 1.91
N 0.82 1.86 2.00
C -0.11 1.10 2.91
N -1.17 0.80 1.78
C -1.96 1.53 2.47
N -1.25 1.68 3.71
C -2.22 0.56 4.30
N -2.26 -0.71 4.20
C -1.57 -1.77 3.66
N -0.53 -1.72 2.77
C -1.93 -3.14 3.89
C -2.91 -3.78 4.67
C -3.54 1.24 4.00
C -4.78 1.23 4.61
C -5.85 1.83 3.93
C -5.70 2.40 2.68
C -4.45 2.38 2.04
C -3.41 1.79 2.72
C 0.79 0.24 3.77
C 0.66 -0.22 5.07
C 1.77 -0.83 5.66
C 2.97 -0.95 4.97
C 3.11 -0.41 3.69
C 2.00 0.20 3.14
N 1.43 -1.10 0.93
H -3.72 -5.67 5.25
H -2.10 -7.01 3.92
H -0.37 -5.88 2.55
H 3.32 -4.83 0.60
H 5.57 -4.70 -0.50
H 6.49 -2.52 -1.19
H 5.22 -0.42 -0.76
H -3.61 -3.20 5.25
H -4.92 0.76 5.57
H -6.83 1.84 4.40
H -6.55 2.85 2.18
H -4.34 2.81 1.05
H -0.27 -0.14 5.61
H 1.68 -1.22 6.67
H 3.82 -1.44 5.44
H 4.05 -0.46 3.15
O -2.38 1.25 -0.70
C -3.29 0.78 -1.70
C -2.48 -0.21 -2.62
O -2.83 -0.28 -3.79
O -1.61 -0.87 -1.97
C -4.37 -0.10 -1.08
C -5.46 -0.52 -1.84
C -6.41 -1.37 -1.29
C -6.27 -1.84 0.02
C -5.16 -1.46 0.76
C -4.22 -0.59 0.21
C -3.77 2.01 -2.46
C -5.05 2.53 -2.35
C -5.38 3.72 -3.00
C -4.44 4.39 -3.76
C -3.15 3.88 -3.86
C -2.82 2.70 -3.22
H -2.87 1.62 0.03
H -5.55 -0.19 -2.86
H -7.25 -1.69 -1.89
H -7.00 -2.51 0.44
H -5.01 -1.84 1.77
H -3.34 -0.35 0.79
H -5.79 2.02 -1.75
H -6.39 4.12 -2.91
H -4.70 5.32 -4.26
H -2.39 4.40 -4.44
H -1.81 2.30 -3.29
Cl 2.01 3.53 -3.57
C 2.36 1.82 -3.65
C 3.32 1.37 -4.57
C 3.62 0.05 -4.68
Cl 4.83 -0.47 -5.85
C 2.95 -0.91 -3.87
C 3.17 -2.31 -3.94
C 2.45 -3.15 -3.15
C 1.51 -2.61 -2.26
N 1.30 -1.33 -2.14
C 2.00 -0.46 -2.94
C 1.68 0.97 -2.77
O 0.82 1.36 -1.92
H 3.82 2.09 -5.20
H 3.91 -2.69 -4.63
H 2.61 -4.22 -3.19
H 0.93 -3.26 -1.62
```

Results
* orbital gap: 0.2012 Eh
* charge: -2
* HOMO: -1.504 eV

=====

What are the LUMO energy values for these records? In order: -10.162 -8.592 3.970 eV.
What are the max |F| values for these records? In order: 0.0817 0.0655 0.0342 Eh/bohr.
What are the calculated total energy values for these records? In order: -3559.85979 -2720.67006 -3859.51084 hartree.